{"formula": "C16H44CdN3O9Zn", "method": "ωB97M-V with the def2-TZVPD basis set", "total_charge": 1, "homo_lumo_gap_ha": 0.089, "lumo_energy_ev": -8.1, "symbols": ["Cd", "Zn", "O", "H", "O", "H", "O", "H", "C", "C", "C", "O", "C", "N", "H", "H", "H", "H", "H", "H", "H", "H", "H", "H", "H", "C", "C", "C", "O", "C", "N", "H", "H", "H", "H", "H", "H", "H", "H", "H", "H", "H", "C", "C", "C", "O", "C", "N", "H", "H", "H", "H", "H", "H", "H", "H", "H", "H", "H", "C", "C", "O", "C", "O", "O", "C", "H", "H", "H", "H", "H", "H", "H", "H"], "xyz": [[-3.929, 1.333, -4.884], [0.300, 2.933, -2.155], [-2.195, 4.597, -4.252], [-2.692, 5.438, -4.265], [-5.380, -1.969, -4.428], [-4.783, -2.100, -3.666], [-1.819, -0.025, -1.768], [-1.714, -0.789, -1.167], [5.519, 5.607, -4.422], [4.320, 4.706, -4.400], [4.712, 3.250, -4.626], [3.495, 2.528, -4.493], [3.508, 1.275, -5.141], [3.683, 4.733, -3.089], [5.284, 6.666, -4.312], [6.023, 5.522, -5.384], [6.325, 5.307, -3.753], [3.568, 5.004, -5.131], [5.427, 2.783, -3.948], [5.211, 3.204, -5.594], [4.461, 0.866, -4.806], [3.353, 1.422, -6.210], [2.692, 0.689, -4.719], [4.453, 4.522, -2.470], [3.632, 5.695, -2.786], [1.531, 1.423, 3.637], [0.792, 1.977, 2.445], [0.275, 3.392, 2.645], [-0.313, 3.944, 1.471], [-0.776, 5.242, 1.663], [1.626, 1.910, 1.275], [2.338, 2.097, 3.927], [1.935, 0.433, 3.427], [0.839, 1.287, 4.467], [-0.065, 1.335, 2.244], [1.096, 3.979, 3.055], [-0.506, 3.336, 3.403], [-1.826, 5.204, 1.373], [-0.506, 5.967, 0.895], [-0.536, 5.506, 2.693], [1.853, 0.931, 1.169], [2.511, 2.286, 1.583], [-6.178, 0.066, 4.035], [-6.127, -1.364, 3.859], [-7.244, -2.132, 4.556], [-7.135, -1.994, 5.952], [-6.186, -2.820, 6.687], [-6.309, -1.643, 2.461], [-7.078, 0.538, 3.641], [-5.381, 0.510, 3.438], [-6.074, 0.374, 5.076], [-5.136, -1.690, 4.174], [-7.492, -3.166, 4.317], [-8.180, -1.631, 4.310], [-6.487, -2.711, 7.729], [-5.201, -2.402, 6.482], [-6.303, -3.853, 6.358], [-5.604, -1.191, 1.895], [-7.195, -1.397, 2.043], [5.265, -7.545, -1.714], [4.251, -6.750, -2.589], [2.909, -6.729, -2.073], [2.435, -5.887, -1.083], [3.082, -4.938, -0.583], [1.168, -6.293, -0.664], [0.494, -5.839, 0.532], [6.109, -7.938, -2.281], [4.639, -8.348, -1.328], [5.666, -6.988, -0.868], [4.214, -7.395, -3.467], [4.426, -5.704, -2.840], [0.543, -4.773, 0.314], [0.971, -5.850, 1.512], [-0.586, -5.959, 0.617]]}